The following is a DFT calculation (ωB97M-V/def2-TZVPD) of a structure of composition C31H26F3NO10P4SScTe.

```
78
Properties=species:S:1:pos:R:3:forces:R:3:lowdin_charge:R:1
Sc 1.16272 -1.36664 1.77341 -0.1882 0.1237 -0.0469 0.90
H -0.01425 3.07645 3.16746 0.0325 0.0090 -0.0365 0.11
O 1.07670 -1.77196 6.18710 -0.1303 0.0812 -0.0055 -0.25
H 0.89086 5.16740 -2.62654 0.0030 0.0000 -0.0010 0.10
F 3.16784 -3.29322 -0.16704 0.0395 0.0003 0.0596 0.13
H -3.82917 -4.29278 -0.27847 -0.0119 -0.0065 -0.0145 0.10
H -0.24713 3.62199 -1.08617 -0.0040 -0.0056 0.0137 0.08
C -0.93052 3.61564 -4.80647 -0.0045 -0.0098 0.0215 -0.17
C -1.37299 2.65836 -2.65426 -0.1170 0.0537 -0.0429 -0.57
C 1.16366 0.31433 -2.87434 -0.0562 0.0509 0.0288 -0.09
C -3.24476 -3.73918 -1.00313 -0.0090 -0.0073 -0.0135 -0.08
H 3.00311 -2.77799 -4.26449 0.0034 0.0021 -0.0049 0.10
H -3.01776 -3.15419 -4.32786 -0.0017 -0.0039 0.0000 0.10
F 4.62955 -2.16507 -1.30023 0.0394 0.0277 0.0460 0.15
C 1.63829 2.54859 0.26067 0.0184 0.0008 0.0041 -0.12
H 3.23562 3.76013 -0.48974 -0.0013 -0.0028 -0.0022 0.11
C 1.62497 -2.03881 -2.80261 -0.0113 0.0727 0.0372 -0.11
C -2.19032 -2.95143 -0.56670 -0.1210 -0.0167 -0.1921 -0.08
O -0.24285 -2.78255 2.00478 0.1479 -0.1109 0.0460 -0.38
C 0.17060 4.45296 -3.01282 0.0025 -0.0159 0.0341 -0.15
C 4.25831 -2.51671 -0.07415 -0.0406 -0.1010 -0.0347 -0.66
C 0.68278 3.23304 2.35227 -0.0389 0.0265 0.0518 -0.08
H 1.52185 4.99279 3.23673 0.0075 0.0042 -0.0004 0.10
C -3.54416 -3.82019 -2.35649 -0.0205 -0.0186 0.0366 -0.10
H 0.63274 1.17802 -2.48711 0.1386 -0.1166 -0.0300 0.06
P -0.78076 -3.63546 3.16028 -0.0499 0.0255 0.0214 0.22
H 3.14930 5.35384 1.40630 0.0003 0.0007 -0.0037 0.10
H 2.16737 1.42176 -4.41095 0.0039 0.0162 0.0007 0.10
P 0.88526 -2.05978 4.77088 0.1797 0.0014 -0.0679 0.23
H 3.36101 -0.55583 -5.30221 0.0067 -0.0029 -0.0008 0.10
H 1.53544 -4.09125 4.27761 -0.0071 -0.0198 -0.0159 0.07
Te -2.39624 1.25927 -1.42385 0.0345 0.0619 -0.0069 1.27
H -4.36625 -4.43868 -2.69568 -0.0004 0.0051 -0.0044 0.09
C -1.73158 1.23423 2.29505 -0.0177 -0.0656 -0.0050 -0.36
C 2.46674 4.51399 1.36904 -0.0001 0.0049 0.0169 -0.09
C 0.70116 2.35100 1.27339 -0.0171 -0.0056 0.0306 -0.34
C 2.48470 -1.90832 -3.87959 -0.0039 0.0353 -0.0334 -0.09
O 1.86028 -3.18537 4.15149 0.0887 0.0269 0.0480 -0.14
H -1.97113 -2.89766 0.48501 0.0664 0.0587 0.1663 0.07
N -0.04519 4.48678 -4.32747 0.0024 0.0006 -0.0298 0.04
H -2.12187 3.17053 1.44820 0.0140 0.0254 -0.0162 0.09
O -0.56914 -2.74705 4.49132 -0.1026 -0.0117 0.0132 -0.25
F 5.23618 -3.22469 0.48961 -0.0582 0.0527 -0.0363 0.15
H -2.28901 1.98974 -4.48951 -0.0140 -0.0169 -0.0018 0.09
C -1.60763 2.69040 -4.02419 0.0404 0.0195 -0.0204 -0.14
H 1.47050 -3.01349 -2.35095 0.0024 0.0074 -0.0097 0.11
C -3.57510 2.65450 2.93305 0.0063 0.0014 -0.0121 -0.09
P -0.10730 -1.14072 -0.81602 0.0510 0.1217 0.1504 0.87
C -2.16772 0.28133 3.21277 -0.0103 0.0219 0.0022 -0.07
H -4.12580 3.57988 2.81793 0.0021 0.0017 0.0002 0.10
C 0.95758 -0.92558 -2.28498 -0.0047 -0.2010 -0.1376 -0.37
H -1.10156 3.64808 -5.87804 0.0037 0.0006 -0.0022 0.10
H -3.61618 -0.23656 4.70002 -0.0017 0.0018 -0.0014 0.11
O 0.98705 -0.93294 3.72865 0.0633 -0.0404 0.0357 -0.36
C -3.29683 0.51175 3.98593 -0.0029 0.0132 -0.0013 -0.07
H 1.68253 1.84638 -0.56230 0.0026 0.0015 -0.0193 0.08
C 1.55405 4.31256 2.39482 0.0006 -0.0055 -0.0012 -0.09
C 2.51251 3.62380 0.30497 0.0018 -0.0132 -0.0103 -0.08
P -0.31308 0.82703 1.22866 0.0547 -0.0670 -0.0532 0.86
C 2.68746 -0.66014 -4.46074 -0.0010 -0.0453 0.0075 -0.09
C -2.44658 2.42398 2.16095 -0.0389 -0.0064 0.0125 -0.13
H -1.61702 -0.64173 3.33543 -0.0024 0.0028 -0.0070 0.07
C -4.00104 1.69871 3.84635 0.0063 -0.0139 0.0036 -0.09
S 3.85688 -1.04083 0.94313 0.1377 0.0719 0.1144 0.54
H -4.88103 1.88203 4.45063 -0.0004 -0.0008 -0.0006 0.10
O -2.36943 -3.59917 2.99293 -0.0075 -0.0159 -0.0296 -0.10
C -0.46699 3.58020 -2.14363 -0.0347 0.0448 -0.0257 -0.13
O 5.03867 -0.25256 0.97409 -0.0037 -0.0448 0.0464 -0.22
H -2.74066 -4.44236 3.27635 -0.0014 0.0026 0.0075 0.09
C -0.82445 0.40362 -0.38421 0.0191 -0.0653 0.1466 -1.02
O 3.36130 -1.62122 2.20404 0.0215 -0.1545 -0.1573 -0.33
C -1.73096 -2.31408 -2.83495 -0.0008 -0.0220 0.0049 -0.10
H -1.14916 -1.75384 -3.55561 0.0095 0.0120 -0.0056 0.10
C 2.02415 0.44797 -3.95866 -0.0335 0.0205 0.0184 -0.07
O -0.25904 -5.00054 3.34250 0.0073 -0.0209 -0.0002 -0.26
C -1.42113 -2.23052 -1.47905 0.0037 0.0090 -0.0053 -0.36
C -2.78597 -3.10490 -3.27090 0.0458 0.0298 -0.0109 -0.09
O 2.67005 -0.48701 0.27831 -0.1372 0.1029 -0.0688 -0.37
```
Forces are in eV/Å.

Properties
total charge = -1
Kohn-Sham gap = 7.59 eV
electronic energy = -5096.6108 Eh
ΔE to the lowest compared entry with this formula, charge and spin = 0.151 eV
spin multiplicity = 1
E_HOMO = -0.2006 Eh

=====

The following is a DFT calculation (ωB97M-V/def2-TZVPD) of a structure of composition C31H26N2O4STeTi.

```
66
Properties=species:S:1:pos:R:3:forces:R:3:lowdin_charge:R:1
C -4.60490 0.91834 1.22012 -0.0005 0.0090 0.0018 -0.03
H 2.56586 2.98039 -0.49777 0.0076 0.0532 0.0011 0.01
C -3.93895 -2.77135 -1.14890 -0.0106 0.0166 0.0020 -0.04
C 0.88616 4.30711 -0.82055 -0.0270 -0.0684 -0.0159 -0.32
C -4.92637 2.27505 -0.81766 0.0102 -0.0055 0.0208 -0.04
H -1.25114 4.88299 2.75804 0.0049 -0.0039 0.0026 0.07
C -3.02304 2.90990 -2.14095 -0.0357 -0.0923 -0.0254 -0.08
C 4.73509 -1.18394 0.06302 0.0115 -0.0010 0.0062 -0.01
H -5.26372 -1.56210 -2.38413 -0.0023 0.0021 -0.0001 0.11
O 0.77609 1.04648 -1.09236 -0.0596 0.0515 0.1419 -0.21
C -2.68908 -2.88283 -0.60072 0.0365 -0.0347 -0.0212 -0.07
N 2.26162 -0.19072 0.44164 -0.1368 -0.0358 -0.0945 0.01
H 3.00398 4.60378 -1.01318 0.0049 0.0048 0.0266 0.09
C -1.80828 0.91561 0.79188 0.2118 -0.0982 -0.0797 -0.21
C 4.08277 -0.54750 -0.98962 0.0006 0.0006 -0.0051 0.04
Te 1.15689 2.88830 1.91946 -0.2495 -0.0568 -0.0927 1.08
C -1.77823 4.40143 1.93181 0.0221 0.0076 0.0017 -0.09
H -2.77835 4.82960 1.86684 0.0017 0.0000 0.0021 0.08
H 5.73094 -1.57962 -0.08756 -0.0023 -0.0024 -0.0010 0.11
N -2.08470 -0.89441 -1.67735 0.0260 -0.0400 -0.0019 0.08
H -3.47216 0.15723 -2.78470 -0.0009 0.0004 0.0093 0.13
C -3.77892 0.25999 2.08212 0.0072 0.1160 0.0244 -0.07
C -3.31748 -0.74147 -2.20424 -0.0211 -0.0399 -0.0231 -0.05
C 2.84426 -0.81532 1.44748 -0.0336 -0.0071 -0.0222 -0.16
C 2.81542 -0.05281 -0.74729 -0.0003 -0.0098 0.0239 -0.17
C -4.07495 1.60970 0.10032 -0.0320 -0.0246 -0.0204 -0.18
C 2.26919 3.80553 -1.14254 0.0260 0.0230 -0.0267 -0.08
H -4.18558 -0.26541 2.93728 0.0007 -0.0001 0.0014 0.10
C -1.74955 6.32320 -2.68728 0.0104 0.0052 0.0248 -0.05
C -1.04168 4.59601 0.63441 0.0357 0.0941 -0.0107 -0.32
H -1.75425 -0.26168 2.57683 -0.0139 -0.0188 -0.0080 0.09
O 2.08219 0.69168 -2.89275 -0.0172 0.1143 -0.0200 0.12
H -2.66149 5.70832 -0.20200 -0.0082 -0.0065 -0.0047 0.12
H 4.52917 -0.44279 -1.96805 -0.0020 0.0045 -0.0021 0.13
H -1.10823 2.32884 -1.42937 -0.0308 0.0257 -0.0031 0.10
C -1.70681 -1.90432 -0.85492 -0.0224 0.1034 -0.0956 -0.69
C -2.17811 2.29171 -1.26080 -0.0289 -0.0916 -0.0369 -0.06
C -1.05187 5.55183 -1.60013 0.0241 0.0539 0.0474 -0.28
C 0.22188 5.04047 -1.79952 -0.0118 -0.0251 -0.0273 -0.02
Ti 0.29347 0.65879 0.75443 0.2779 -0.3432 0.3489 0.72
H -1.84526 5.72280 -3.59395 0.0079 0.0051 -0.0272 0.07
H -5.07684 3.41081 -2.61147 -0.0048 -0.0029 -0.0070 0.10
H -4.68389 -3.52621 -0.93242 -0.0027 0.0001 0.0003 0.12
C -4.41729 2.90469 -1.91788 0.0391 0.0060 -0.0106 -0.08
C -4.27586 -1.67818 -1.96658 0.0180 -0.0099 0.0102 -0.04
H -1.86912 3.34539 2.18628 -0.0155 -0.0534 -0.0099 0.04
C -1.66235 5.32326 -0.37670 0.0806 0.1046 0.0714 -0.03
C 1.92060 -0.87969 2.64920 0.0199 -0.0773 -0.0775 -0.54
H 0.71897 5.20507 -2.75071 0.0007 -0.0012 -0.0052 0.12
H -1.19014 7.22269 -2.95071 -0.0076 -0.0041 -0.0081 0.08
H 4.59484 -1.83734 2.12989 -0.0050 -0.0054 0.0019 0.13
C -2.38080 0.27187 1.86842 0.0156 -0.0724 -0.0472 -0.12
H -1.39345 -0.16672 -1.83329 0.0119 0.0171 -0.0329 0.13
O 0.75368 -0.32550 2.37052 -0.0059 0.3787 -0.1618 -0.23
C 0.24142 4.07812 0.40217 0.0135 -0.0329 -0.0056 -0.49
C -2.67409 1.60816 -0.11775 0.0244 0.1058 0.0540 -0.20
S -0.13640 -1.90396 -0.20464 -0.1010 0.0482 0.1808 0.76
H 2.32039 3.46867 -2.17853 -0.0034 0.0236 -0.0042 0.08
C 4.11733 -1.33299 1.30213 0.0073 0.0110 0.0076 0.04
H -2.42628 -3.69974 0.05419 0.0033 -0.0050 -0.0046 0.11
O 2.24095 -1.39301 3.68682 -0.0212 0.0200 0.0066 0.13
H -2.61680 3.42706 -3.00161 -0.0075 -0.0132 0.0153 0.10
H -5.67777 0.92448 1.37599 -0.0033 -0.0098 -0.0072 0.11
H -5.99404 2.27372 -0.62928 -0.0052 -0.0065 -0.0018 0.11
C 1.86348 0.61727 -1.71277 -0.0237 -0.1078 0.0091 -0.55
H -2.74884 6.62580 -2.37614 -0.0075 0.0011 0.0051 0.07
```
Forces are in eV/Å.

Properties
Kohn-Sham gap = 6.76 eV
electronic energy = -3123.2279 Eh
ΔE to the lowest compared entry with this formula, charge and spin = 0.000 eV
spin multiplicity = 1
E_HOMO = -0.2805 Eh

=====

The following is a DFT calculation (ωB97M-V/def2-TZVPD) of a structure of composition C31H26N2O4STeTi.

```
66
Properties=species:S:1:pos:R:3:forces:R:3:lowdin_charge:R:1
H 4.26724 4.63402 -0.78033 0.0087 -0.0123 0.0063 0.11
C 4.74371 3.17926 0.77144 0.0738 -0.0418 0.0115 -0.04
C 2.81738 1.34325 -2.46407 -0.1141 0.0623 -0.0189 -0.04
H 4.31685 -0.00661 -1.79576 -0.0031 0.0082 0.0144 0.11
N 2.09172 3.00823 1.13746 -0.3047 0.0265 -0.0411 0.08
H -1.66180 -2.68258 -4.37489 -0.0194 0.0145 0.0130 0.11
O -0.92066 0.74963 1.86598 -0.7410 0.4034 0.7565 -0.22
H 1.79992 4.37517 -0.38511 -0.0089 -0.0262 -0.0097 0.14
C -1.36413 -2.46568 -2.27039 -0.0956 0.0565 -0.0568 -0.31
C 1.77301 -2.35145 3.18990 -0.2290 0.5591 -0.4830 -0.53
H -3.74628 -2.83523 -5.48405 -0.0038 0.0048 0.0197 0.07
H -5.01717 -3.58125 -4.51361 0.0118 0.0075 -0.0010 0.08
C 1.25762 0.34330 -0.30844 0.0867 0.3924 -0.2071 -0.22
C 3.89048 3.96702 -0.02045 0.0087 -0.0126 -0.0098 -0.05
C 0.13576 -2.47824 -2.41813 -0.0736 -0.0742 -0.0185 -0.09
C -0.60537 1.84263 -1.06836 0.0275 -0.0307 0.0684 -0.04
Ti 0.44545 -0.47570 1.43019 0.3116 -0.2785 -0.3963 0.72
C 0.66907 -1.81550 4.08290 -0.0963 0.1939 -0.0055 -0.18
C -1.44585 0.93833 3.09147 0.4579 -0.3641 -0.5620 -0.51
C 1.00106 2.89219 -3.08197 0.0157 -0.0634 0.0213 -0.05
H -4.62555 -2.85421 0.70709 0.0377 -0.0016 -0.0135 0.09
C 3.32185 0.39075 -1.63474 -0.0466 -0.0928 0.1062 -0.07
C -1.07385 2.84213 -1.87528 0.0365 0.0625 -0.1107 -0.07
C -4.14023 -2.31540 -2.12841 -0.0306 0.0498 0.0587 -0.03
C -4.37376 -2.70360 -4.60260 0.0173 0.0394 0.0187 -0.05
H -3.49012 -1.57478 1.11345 0.0126 0.0346 -0.0054 0.02
H 4.88773 1.70122 2.32095 0.0208 0.0231 -0.0138 0.11
O 1.76676 -1.69697 2.01994 0.1722 -0.7961 0.7948 -0.28
C 4.24455 2.32536 1.71853 0.0397 -0.0391 0.0809 -0.07
C -0.64018 -1.40437 6.01361 -0.0193 -0.0027 0.0448 -0.01
O -2.15198 1.84200 3.42442 -0.2402 0.1641 -0.0009 0.14
C -4.14741 -1.94601 0.33055 0.0238 -0.0797 -0.0397 -0.09
H -1.25059 1.42948 -0.30593 0.0092 0.0025 0.0327 0.09
C -0.96117 -0.14216 4.03488 0.1680 -0.1007 -0.0305 -0.17
H 1.08829 2.90362 1.25695 0.0377 0.0226 -0.0309 0.15
H 0.91388 -2.91898 5.89979 0.0012 0.0333 0.0000 0.13
H 3.00110 -0.82471 0.10237 0.0012 -0.0304 0.0434 0.09
C -2.00580 -2.33982 -1.02858 -0.1953 0.1035 -0.0579 -0.50
C -0.25536 3.38996 -2.88957 -0.0713 -0.0347 0.1016 -0.09
C -3.39953 -2.20873 -0.95393 -0.0005 0.0228 -0.1054 -0.32
C -2.15278 -2.56138 -3.41435 0.0564 0.0035 0.0105 -0.02
C -3.53936 -2.52503 -3.36019 -0.0154 0.0023 -0.0770 -0.27
C -1.30827 -0.37746 5.34829 -0.0763 -0.0437 0.1539 0.04
H 0.40964 -2.49945 -3.47355 -0.0073 0.0004 0.0214 0.08
H -5.22279 -2.23903 -2.06916 0.0304 0.0084 -0.0125 0.12
H 3.40112 1.72176 -3.29678 -0.0132 0.0182 0.0337 0.11
H 0.58567 -3.34216 -1.92602 -0.0205 -0.0206 0.0040 0.06
H -5.02217 -1.84216 -4.77584 0.0194 -0.0060 0.0220 0.08
C 2.55204 3.84483 0.18132 -0.0444 -0.0372 0.0466 -0.05
H -2.06782 0.22211 5.83086 0.0208 -0.0122 -0.0084 0.13
H -0.89721 -1.62460 7.04170 0.0041 0.0042 -0.0084 0.12
C 0.71528 1.33610 -1.20455 -0.0339 -0.1130 0.0603 -0.20
C 0.36968 -2.13553 5.39065 -0.0399 -0.0466 0.1185 0.05
O 2.52900 -3.21426 3.52272 0.1896 -0.1747 0.0386 0.14
N -0.01988 -0.87142 3.46622 0.1119 0.0883 0.1947 -0.02
H -0.62971 4.18998 -3.51588 -0.0152 -0.0285 -0.0066 0.10
H -4.93172 -1.20711 0.15836 -0.0019 -0.0314 -0.0047 0.08
Te -0.87750 -2.67554 0.71620 0.1934 0.0025 0.0063 1.13
C 1.50724 1.85581 -2.25645 0.1649 0.0288 -0.1603 -0.19
H -2.08551 3.20569 -1.74466 0.0211 0.0135 -0.0001 0.10
C 2.54502 -0.08766 -0.54853 0.1148 -0.0006 -0.1080 -0.12
H 0.58194 -1.59354 -1.96101 -0.0270 -0.0187 -0.0283 0.05
H 1.63357 3.28056 -3.87262 -0.0021 -0.0038 0.0028 0.11
C 2.85441 2.21788 1.93000 -0.0620 -0.0398 0.2753 -0.70
S 2.09907 1.20948 3.08731 0.1598 0.1958 -0.5682 0.74
H 5.81440 3.23654 0.61872 -0.0146 0.0053 0.0196 0.12
```
Forces are in eV/Å.

Properties
Kohn-Sham gap = 6.57 eV
electronic energy = -3123.2040 Eh
ΔE to the lowest compared entry with this formula, charge and spin = 0.651 eV
spin multiplicity = 1
E_HOMO = -0.2756 Eh

=====

What is the formula in the second record?
C31H26N2O4STeTi

=====

Among the records above, which one has the lowest ΔE to the lowest compared entry with this formula, charge and spin?
number 2

=====

What is the formula in the third record?
C31H26N2O4STeTi

=====

Which formula does entry 2 have?
C31H26N2O4STeTi